--- 1 ---
{"formula": "C5H14N2O2", "method": "the ωB97M-V functional and the def2-TZVPD basis", "symbols": ["C", "N", "C", "C", "C", "O", "C", "O", "N", "H", "H", "H", "H", "H", "H", "H", "H", "H", "H", "H", "H", "H", "H"], "coordinates": [[2.067, -0.692, 1.172], [1.944, -0.314, -0.227], [2.406, 1.045, -0.457], [0.669, -0.696, -0.778], [-0.552, -0.197, -0.033], [-0.516, 1.218, -0.042], [-1.845, -0.744, -0.705], [-2.960, -0.622, 0.139], [-3.198, 0.762, 0.431], [3.113, -0.622, 1.488], [1.716, -1.710, 1.249], [1.445, -0.128, 1.859], [2.209, 1.386, -1.471], [3.511, 1.017, -0.325], [1.982, 1.796, 0.262], [0.584, -0.365, -1.828], [0.614, -1.810, -0.770], [-0.534, -0.619, 0.992], [-1.373, 1.539, 0.317], [-1.771, -1.785, -0.881], [-2.006, -0.239, -1.648], [-3.506, 0.743, 1.411], [-3.999, 1.036, -0.154]], "mulliken_charge": [-1.0096, 0.0627, -0.8740, -1.3063, 0.7021, -0.5365, -0.6517, -0.3071, -0.4905, 0.3090, 0.3610, 0.2962, 0.2846, 0.3291, 0.2758, 0.4160, 0.3699, 0.1740, 0.4418, 0.3866, 0.3256, 0.2212, 0.2200], "orbital_gap_ev": 8.81, "total_charge": 0, "homo_ev": -8.00, "multiplicity": 1}


--- 2 ---
{"formula": "C5H14N2O2", "method": "the ωB97M-V functional and the def2-TZVPD basis", "symbols": ["C", "C", "N", "O", "H", "H", "H", "H", "H", "H", "H", "C", "C", "N", "C", "O", "H", "H", "H", "H", "H", "H", "H"], "coordinates": [[1.284, 1.141, -0.794], [2.418, 1.829, -1.272], [2.203, -0.036, 0.470], [0.316, 1.719, 0.032], [0.692, 2.543, 0.368], [0.799, 0.458, -1.490], [2.339, 0.192, 1.447], [1.758, -0.949, 0.380], [2.799, 2.629, -0.638], [2.586, 1.877, -2.338], [3.057, 0.311, -0.136], [-1.881, -1.202, 0.638], [-2.607, -0.279, -0.348], [-1.267, -0.432, 1.699], [-0.945, -2.123, -0.118], [0.226, -2.282, 0.128], [-2.629, -1.879, 1.084], [-0.638, -1.009, 2.246], [-0.728, 0.336, 1.308], [-1.426, -2.707, -0.929], [-1.900, 0.430, -0.779], [-3.083, -0.848, -1.145], [-3.371, 0.282, 0.186]], "mulliken_charge": [0.1824, -1.1014, -0.6295, -0.4826, 0.3223, 0.2285, 0.2460, 0.3298, 0.2955, 0.2124, 0.4356, 0.4274, -1.2931, -0.6655, -0.1581, -0.5367, 0.3088, 0.2813, 0.2253, 0.3727, 0.2766, 0.4043, 0.3182], "orbital_gap_ev": 7.96, "total_charge": 0, "homo_ev": -7.18, "multiplicity": 1}


Stability summary - winner: 1; margin: 0.0240 hartree.


--- 1 ---
{"formula": "C9H6O2", "method": "the ωB97M-V functional and the def2-TZVPD basis", "symbols": ["O", "C", "C", "C", "C", "C", "O", "C", "C", "C", "C", "H", "H", "H", "H", "H", "H"], "coordinates": [[-1.137, -3.239, 0.388], [-0.815, -2.095, 0.192], [0.318, -1.672, 1.011], [1.259, -0.610, 0.805], [1.070, 0.543, 0.037], [1.773, 1.722, 0.203], [1.030, 2.710, -0.372], [-0.053, 2.190, -0.908], [-0.140, 0.820, -0.670], [-1.317, 0.027, -0.999], [-1.635, -1.280, -0.608], [0.583, -2.203, 1.852], [2.055, -0.718, 1.614], [2.638, 1.881, 0.919], [-0.808, 2.828, -1.376], [-2.086, 0.642, -1.313], [-2.734, -1.547, -0.774]], "mulliken_charge": [-0.5682, 0.2638, -0.6007, -0.3610, 0.8972, -0.5307, -0.3107, -0.5841, 0.6112, -0.4363, -0.3563, 0.4089, 0.2236, 0.3404, 0.3853, 0.3419, 0.2756], "orbital_gap_ev": 8.45, "total_charge": 0, "homo_ev": -8.64, "multiplicity": 1}


--- 2 ---
{"formula": "C9H6O2", "method": "the ωB97M-V functional and the def2-TZVPD basis", "symbols": ["O", "C", "C", "C", "C", "C", "O", "C", "C", "C", "C", "H", "H", "H", "H", "H", "H"], "coordinates": [[4.049, 0.082, 0.211], [2.955, -0.553, 0.158], [1.628, -0.018, -0.375], [1.308, 1.418, -0.282], [-0.046, 1.773, -0.207], [-1.067, 0.729, -0.171], [-2.331, 1.068, 0.125], [-2.978, -0.166, 0.192], [-2.267, -1.229, 0.037], [-0.855, -0.735, -0.475], [0.634, -1.064, -0.383], [3.128, -1.743, 0.679], [2.129, 1.960, 0.216], [-0.216, 2.784, 0.027], [-4.145, -0.103, 0.594], [-2.851, -2.178, 0.005], [0.925, -2.026, -0.351]], "mulliken_charge": [-0.5010, -0.1374, 0.6536, -0.3489, -0.5079, 0.5377, -0.3523, 0.0332, -0.5790, -0.1302, -0.7134, 0.2073, 0.3292, 0.4093, 0.2810, 0.3249, 0.4941], "orbital_gap_ev": 9.27, "total_charge": 0, "homo_ev": -9.18, "multiplicity": 1}


Stability summary - winner: 1; margin: 0.0420 hartree.